# 1
C15H32NO2PSiSn | wB97M-V/def2-TZVPD

Summary:
Energy above the lowest of the compared OMol25 structures with the same formula, charge and spin: 0.000 eV
Kohn-Sham gap (alpha / beta): 5.38 / 5.38 eV

Geometry as ORCA input:
```
! RIJCOSX wB97M-V def2-TZVPD def2/J DEFGRID3
* xyz 0 1
Sn 0.15603 0.20344 0.10390
Si 1.17692 1.81109 -1.51956
P -0.15329 -1.78291 -1.90924
N 1.18886 -0.75605 1.60974
H -3.38358 -0.04399 -1.18614
C -1.12319 -3.31908 -1.72992
H -1.02748 -3.98374 -2.59832
H -2.18668 -3.07650 -1.60830
H -0.79654 -3.86465 -0.83531
C -0.62655 -1.11738 -3.53036
H -0.59025 -1.88567 -4.30429
H 0.03873 -0.30574 -3.82514
H -1.64154 -0.71705 -3.50074
C 1.54367 -2.36321 -2.19963
H 1.57143 -3.12557 -2.98146
H 1.95239 -2.79262 -1.28273
H 2.18537 -1.53324 -2.49649
C 0.05656 2.78298 -2.62912
H -0.66628 3.35442 -2.03991
H -0.50712 2.16873 -3.33824
H 0.71468 3.47157 -3.17568
H 1.92230 2.69049 -0.58661
H 2.04887 0.97334 -2.37623
C 2.48262 -0.93226 1.80169
C 4.09748 -2.13662 3.23497
C 2.79472 -1.82252 2.90339
C 3.61918 -0.36119 1.06579
C 4.92000 -0.67811 1.44109
C 5.16951 -1.56479 2.51407
H 4.27327 -2.82093 4.06140
H 1.91450 -2.23032 3.40621
H 3.41453 0.33308 0.23435
H 5.76930 -0.22489 0.91652
H 6.19912 -1.80120 2.80528
C -3.24197 0.99329 -0.84304
O -1.85498 1.26209 -0.66867
C -4.09041 1.04276 0.42380
H -5.08649 0.67414 0.13874
H -4.14044 2.05800 0.84765
H -3.76081 0.27487 1.13539
C -4.03000 1.68140 -1.98456
H -4.83909 0.98852 -2.28586
H -3.52365 1.86555 -2.93804
H -4.49759 2.61064 -1.62718
C -0.67598 1.94646 4.30822
C -0.96703 0.96643 3.20399
O -0.52235 1.51605 1.91980
H 0.37185 2.24711 4.28932
H -0.88606 1.45689 5.25427
H -1.31276 2.82538 4.22132
H -0.38895 0.04477 3.28522
H -2.02898 0.66488 3.14991
H -1.03186 2.33186 1.72469
*
```

Here are the natural (NBO) charges for atoms 1 to 6, given in e:
1. Sn 1.59
2. Si 0.59
3. P 0.95
4. N -1.10
5. H 0.11
6. C -0.94

***

# 2
C15H33BCl5F4K2LiN2O9Si | wB97M-V/def2-TZVPD

Summary:
Energy above the lowest of the compared OMol25 structures with the same formula, charge and spin: 0.000 eV
Kohn-Sham gap: 2.48 eV

Geometry as ORCA input:
```
! RIJCOSX wB97M-V def2-TZVPD def2/J DEFGRID3
* xyz 0 1
C 1.88021 -1.68557 -2.40670
C 1.92980 -0.19270 -2.77048
O 1.40108 0.55136 -1.70588
C 0.43874 1.51334 -2.11780
O 0.87903 2.43900 -2.70651
C -1.03222 1.29884 -1.72088
C -2.10289 1.25455 -2.82863
C -2.22274 -0.11888 -3.47947
Si -2.90625 -1.47590 -2.31703
H 2.88107 -2.13371 -2.48178
H 1.47971 -1.77170 -1.37429
H 1.21965 -2.20151 -3.18694
H 2.98135 0.04158 -2.92888
H 1.40345 0.04214 -3.70457
H -1.05906 0.42540 -1.06270
H -1.29298 2.15975 -1.10516
H -3.07338 1.51024 -2.41588
H -1.92162 2.09326 -3.71265
H -2.98561 -0.00758 -4.25243
H -1.33065 -0.40640 -4.05281
H -4.30142 -1.83889 -2.66662
H -2.00634 -2.72981 -2.48090
H -2.82896 -0.95859 -0.94444
K -3.91410 -4.06721 -2.59370
Cl -1.56956 3.72324 -3.19918
O 2.85156 -0.91214 0.50968
H 2.65735 -0.15198 -0.05212
C -4.15274 -2.71695 4.84027
C -3.27299 -1.56080 5.25685
O -1.95970 -1.66074 4.68343
C -1.87186 -1.29312 3.40470
O -2.77501 -0.88583 2.72327
O -0.61647 -1.47747 3.00343
C -0.39346 -1.14875 1.62979
H -3.66384 -3.66411 5.07080
H -5.10655 -2.67996 5.36089
H -4.34254 -2.69570 3.76724
H -3.12077 -1.57787 6.33428
H -3.72155 -0.60202 5.00258
H -0.71381 -0.13176 1.41334
H -0.92641 -1.86424 0.98940
H 0.68434 -1.22015 1.44909
Li -0.35259 -1.51535 -3.52712
K 1.47895 -4.04131 -2.21194
C -2.97389 -5.35102 7.97714
N -4.41283 -5.40660 7.59400
O -4.95691 -6.48904 7.58308
O -4.93773 -4.35181 7.31548
H -2.64018 -6.35719 8.19623
H -2.43074 -4.92674 7.13814
H -2.89535 -4.70972 8.84874
B -3.79267 3.27812 -0.15686
F -3.31422 1.92682 -0.35834
F -4.73987 3.54881 -1.15361
F -4.37799 3.37460 1.10236
F -2.69486 4.14464 -0.26956
C 5.04228 5.07139 -0.47566
C 5.66746 3.70017 -0.59339
O 6.72574 3.42004 -0.04793
N 5.01368 2.78214 -1.34248
C 3.76958 2.93534 -2.07802
H 5.68355 5.68593 0.14730
H 4.94888 5.54027 -1.45600
H 4.05716 5.00883 -0.01349
H 5.47822 1.88924 -1.37430
H 3.04192 2.21801 -1.72011
H 3.95691 2.74430 -3.14069
H 3.36515 3.93392 -1.96694
C 6.96511 2.15559 -5.03142
Cl 5.89569 0.73463 -4.94011
Cl 7.14219 2.84626 -3.43241
Cl 8.53567 1.64837 -5.65839
Cl 6.24978 3.34074 -6.12432
*
```

Here are the Mulliken charges for atoms 1 to 6, given in e:
1. C -1.63
2. C -0.06
3. O -0.42
4. C 0.45
5. O -0.47
6. C 0.09

***

# 3
C15H33BClN2O7PSi2 | wB97M-V/def2-TZVPD

Summary:
Kohn-Sham gap: 9.02 eV

Geometry as ORCA input:
```
! RIJCOSX wB97M-V def2-TZVPD def2/J DEFGRID3
* xyz 0 1
C -5.67257 -2.14709 -0.68990
C -5.98922 -0.76776 -1.24161
C -4.70418 -0.03923 -1.56942
O -3.92965 -0.86465 -2.39568
C -2.75077 -0.23071 -2.85208
Si -1.38732 -0.14077 -1.53337
C -1.60169 -1.59549 -0.34881
N -1.94247 -2.83555 -1.05185
O 0.12066 -0.23843 -2.22308
C 1.23889 -0.59226 -1.40152
C 1.45317 0.26333 -0.17540
O 2.84002 0.21500 0.13040
C 3.26872 1.28725 0.95167
C 4.35200 0.81611 1.87299
O -1.64714 1.23301 -0.61091
Si -1.58865 2.75094 -1.33433
C -0.80977 2.83293 -3.02483
B -0.66237 4.31624 -3.56803
O -1.74610 4.91208 -4.11608
O 0.51539 5.00078 -3.50772
P -0.65608 4.11903 0.19634
O -0.62669 3.13380 1.50500
Cl 1.35862 4.22057 -0.34878
H -6.52469 -2.56774 -0.17210
H -5.40453 -2.83885 -1.47085
H -4.84377 -2.11231 0.00557
H -6.55110 -0.87427 -2.16010
H -6.54009 -0.23064 -0.48195
H -4.92601 0.91661 -2.04852
H -4.20887 0.19127 -0.62150
H -2.36323 -0.83262 -3.66676
H -3.00369 0.73780 -3.29114
H -2.39911 -1.32892 0.33405
H -0.71640 -1.73926 0.27388
H -2.03788 -3.60873 -0.41192
H -1.29276 -3.05318 -1.79186
H 1.20658 -1.64290 -1.14234
H 2.12584 -0.46700 -2.00559
H 1.15718 1.29295 -0.34244
H 0.90616 -0.12654 0.68254
H 3.60007 2.11710 0.33718
H 2.44969 1.67065 1.55227
H 3.92659 0.42355 2.78506
H 4.92114 0.01548 1.42726
H 5.02352 1.61834 2.14771
H -2.98290 3.22444 -1.45946
H -1.38193 2.25021 -3.73482
H 0.18635 2.40789 -3.02171
H -1.44408 5.74789 -4.51475
H 1.27053 4.44355 -3.75288
H -0.91046 2.22960 1.27787
N 5.34887 -2.53413 3.43133
C 4.02666 -2.54189 3.58054
C 3.38399 -2.97409 4.73067
C 4.15877 -3.42748 5.78524
C 5.53654 -3.42817 5.64687
C 6.07800 -2.97174 4.45458
H 3.45979 -2.18034 2.72860
H 2.30478 -2.95500 4.79624
H 3.69628 -3.77436 6.70039
H 6.17931 -3.77391 6.44457
H 7.15207 -2.95240 4.30526
*
```

Here are the natural (NBO) charges for atoms 1 to 6, given in e:
1. C -0.60
2. C -0.41
3. C -0.06
4. O -0.53
5. C -0.55
6. Si 2.10

***

# 4
C15H33Cl2F3N2O10PV | wB97M-V/def2-TZVPD

Summary:
Kohn-Sham gap: 9.09 eV

Geometry as ORCA input:
```
! RIJCOSX wB97M-V def2-TZVPD def2/J DEFGRID3
* xyz 0 1
O -1.13580 -1.03539 0.46096
V -0.74292 0.43964 -0.15839
O 0.69926 0.56684 -0.43189
C -2.53902 2.98416 -0.58523
O -1.13598 3.12273 -0.66426
O -2.72679 1.62400 -0.50925
C -3.15180 3.93351 0.59357
F -4.43549 4.16459 0.40368
F -3.18677 3.35115 1.81142
F -2.52173 5.13660 0.81041
C -0.44611 4.15963 -1.43965
C 1.01610 4.16434 -1.03919
H 1.68855 4.88631 -1.50250
H 1.22675 4.36803 0.01069
H 1.53813 3.21016 -1.11084
H -0.65130 5.22580 -1.34334
H -0.45159 3.90831 -2.50027
H -2.78926 3.37136 -1.57293
C -0.58573 2.88082 3.52795
C -0.84225 1.46253 2.99850
O -0.51279 1.21100 1.86100
N -1.24133 0.58610 3.97180
C -1.06264 -0.80802 3.83617
H -0.62061 2.87953 4.61739
H -1.31235 3.63353 3.22211
H 0.40654 3.30037 3.36217
H -1.70085 0.71648 4.86171
H -0.21769 -0.97035 3.16698
H -1.92487 -1.33966 3.43367
H -0.74484 -1.28961 4.76093
C -2.77600 -0.92245 -3.60950
C -1.57888 -0.07243 -3.27657
O -0.95425 -0.40443 -2.26049
N -1.24755 0.85591 -4.14226
C -0.06987 1.70289 -3.94348
H -2.49345 -1.97138 -3.52003
H -3.21154 -0.79510 -4.60055
H -3.62202 -0.73068 -2.94952
H -1.71572 0.79165 -5.03489
H 0.18334 1.81666 -2.88942
H -0.47259 2.64335 -4.31959
H 0.66599 1.39230 -4.68520
C 5.19130 -1.44664 3.01099
O 5.76656 -2.11170 1.92152
P 4.82870 -2.91346 0.90174
O 5.63268 -3.54009 -0.16727
O 3.78987 -1.69046 0.45944
C 3.73466 -1.30750 -0.89907
O 3.82818 -3.90048 1.83887
C 2.66349 -4.66943 1.55957
H 5.71257 -0.50441 3.18007
H 5.23010 -2.09299 3.88781
H 4.12407 -1.22665 2.98401
H 2.71670 -1.07125 -1.20897
H 4.27839 -1.96419 -1.57819
H 4.37265 -0.43354 -1.03041
H 1.71529 -4.21157 1.84131
H 2.71933 -5.59843 2.12697
H 2.55764 -4.86489 0.49247
Cl -2.49125 -5.93413 -1.30127
C -2.16571 -4.24832 -1.50119
C -3.21964 -3.25067 -0.90573
Cl -3.57397 -3.60989 0.78836
H -1.97664 -4.04000 -2.55426
H -1.18762 -4.04530 -1.06505
H -4.11861 -3.19808 -1.51989
H -2.73115 -2.27651 -0.88364
*
```

Here are the Mulliken charges for atoms 1 to 6, given in e:
1. O -0.54
2. V 1.87
3. O -0.47
4. C 0.06
5. O -0.07
6. O -0.83

***

What is the formula in the first record?
C15H32NO2PSiSn